The following is a DFT calculation (ωB97M-V/def2-TZVPD) of 2 unconnected molecules or ions with the total composition H6N2.

ORCA input file:
```
! RIJCOSX wB97M-V def2-TZVPD def2/J DEFGRID3
* xyz 0 1
H 0.578 -1.102 -2.454
H -1.510 -0.251 2.231
N -0.951 0.529 1.871
H 1.687 -0.169 -1.673
H -0.316 0.812 2.624
H 0.191 0.435 -2.006
N 0.691 -0.409 -1.708
H -0.369 0.155 1.115
*
```

LUMO energy: 1.08 eV
electronic energy: -113.10274 a.u.
HOMO level: -9.86 eV
relative energy (zero: lowest compared OMol25 entry of this formula, charge and spin): 3.9 kJ/mol
HOMO-LUMO gap: 0.402 hartree


The following is a DFT calculation (ωB97M-V/def2-TZVPD) of 2 unconnected molecules or ions with the total composition H6N2 in a non-equilibrium geometry.

ORCA input file:
```
! RIJCOSX wB97M-V def2-TZVPD def2/J DEFGRID3
* xyz 0 1
H -1.050 0.067 -0.627
H 1.003 1.334 0.082
H -1.241 -1.453 0.194
H 1.509 0.127 0.925
H 2.375 0.635 -0.236
N -1.623 -0.764 -0.465
H -2.339 -0.389 0.145
N 1.366 0.443 -0.018
*
```

LUMO energy: 0.99 eV
electronic energy: -113.09034 a.u.
HOMO level: -9.85 eV
relative energy (zero: lowest compared OMol25 entry of this formula, charge and spin): 36.4 kJ/mol
HOMO-LUMO gap: 0.398 hartree


The following is a DFT calculation (ωB97M-V/def2-TZVPD) of a single H6N2OSi molecule in a non-equilibrium geometry.

ORCA input file:
```
! RIJCOSX wB97M-V def2-TZVPD def2/J DEFGRID3
* xyz 0 1
H -0.672 2.142 -0.140
N -0.508 -1.294 0.190
N -0.661 1.302 0.372
H -1.457 1.078 0.845
H 2.377 -0.683 0.524
H 0.613 0.626 -1.826
H -0.459 -2.233 -0.224
O 1.887 0.017 0.172
H -1.467 -1.061 0.467
Si 0.347 0.106 -0.380
*
```

LUMO energy: 0.81 eV
electronic energy: -477.93361 a.u.
HOMO level: -9.66 eV
relative energy (zero: lowest compared OMol25 entry of this formula, charge and spin): 0.0 kJ/mol
HOMO-LUMO gap: 0.385 hartree


The following is a DFT calculation (ωB97M-V/def2-TZVPD) of a molecular structure, H6N3PS3 in a non-equilibrium geometry.

ORCA input file:
```
! RIJCOSX wB97M-V def2-TZVPD def2/J DEFGRID3
* xyz 0 1
N 1.470 -1.376 0.160
H -0.147 1.800 0.748
H -2.869 0.491 1.995
N 0.652 1.128 0.572
H 1.490 1.402 0.085
P 0.267 -0.326 -0.270
H -1.550 0.289 -3.088
H 1.591 -1.708 1.124
S -2.901 0.301 0.537
N 0.420 -0.503 -1.855
H 2.384 -1.048 -0.247
S -0.394 0.799 -2.726
S -1.366 -1.124 0.677
*
```

LUMO energy: -0.20 eV
electronic energy: -1703.77394 a.u.
HOMO level: -8.05 eV
relative energy (zero: lowest compared OMol25 entry of this formula, charge and spin): 34.2 kJ/mol
HOMO-LUMO gap: 0.289 hartree